[1]
31
Properties=species:S:1:pos:R:3:forces:R:3:nbo_charge:R:1 method="wB97M-V/def2-TZVPD" homo_ha=-0.1200 spin_multiplicity=1 e_above_lowest_kj_mol=41.2 homo_lumo_gap_ev=5.7 charge=-1
Na 0.30344 0.98664 -1.41140 -0.404 -0.329 -0.702 0.683
S -2.83802 -1.76254 0.94716 0.486 0.515 -0.657 0.211
C -2.68278 -2.66725 -0.49759 -0.166 -0.194 0.235 -0.418
C -1.99978 -2.01259 -1.47827 -0.245 -0.333 0.051 -0.324
C -1.52430 -0.71070 -1.14468 0.320 0.384 -0.252 -0.354
C -1.89191 -0.40953 0.12217 -0.770 -1.475 0.098 -0.295
C -1.65321 0.76472 0.89322 -0.043 0.903 0.898 0.198
C -2.25028 0.96203 2.15518 0.032 -0.129 -0.215 -0.261
C -1.96027 2.09090 2.88026 0.131 0.210 0.043 -0.170
C -1.07013 3.02146 2.35328 -0.091 -0.002 0.114 -0.308
C -0.54805 2.76415 1.09873 0.108 0.536 0.274 0.060
N -0.83187 1.69542 0.38453 -0.271 -0.324 0.189 -0.481
H -3.12027 -3.65416 -0.52285 -0.002 -0.085 -0.145 0.209
H -1.84825 -2.47086 -2.44841 0.013 -0.078 -0.075 0.191
H -2.93698 0.21854 2.53194 -0.038 0.016 0.084 0.212
H -2.41619 2.25880 3.84962 -0.001 -0.047 -0.008 0.201
H -0.79842 3.91442 2.89695 0.024 0.053 -0.019 0.207
H 0.14182 3.45656 0.63311 0.075 0.133 -0.019 0.203
F 2.93715 3.04032 -1.52502 0.344 -0.414 -0.034 -0.600
B 1.74685 2.80630 -2.18542 0.475 0.954 0.207 0.429
F 1.22491 4.07764 -2.32471 -0.385 0.027 -0.355 -0.600
C 3.28187 -1.95810 0.23678 -0.137 0.095 0.159 -0.718
C 2.16227 -1.31222 -0.55390 0.062 0.523 0.086 0.614
C 1.65655 -2.03174 -1.76919 -0.114 0.104 -0.228 -0.745
O 1.71889 -0.22499 -0.23215 0.590 -0.969 0.201 -0.562
H 3.54228 -2.94103 -0.14206 0.035 -0.074 -0.016 0.205
H 2.97803 -2.03881 1.27917 -0.021 0.016 0.067 0.238
H 4.15846 -1.31153 0.20612 0.002 0.061 -0.046 0.243
H 2.17972 -2.96493 -1.95679 0.065 -0.020 -0.047 0.201
H 1.74739 -1.36297 -2.63233 0.017 -0.089 0.073 0.253
H 0.59110 -2.22397 -1.64346 -0.092 0.029 0.041 0.279



[2]
40
Properties=species:S:1:pos:R:3:forces:R:3:nbo_charge:R:1 method="wB97M-V/def2-TZVPD" s_squared=0.756 homo_ha="-0.2528 / -0.2589" spin_multiplicity=2 e_above_lowest_kj_mol=0.0 homo_lumo_gap_ev="6.4 / 6.5"
Ru -0.65880 -0.13022 -0.02535 0.051 -0.863 0.277 1.138
C 4.08700 -0.09599 0.64528 0.011 -0.021 -0.013 -0.424
N 3.46245 1.03457 -0.02567 0.016 -0.014 0.013 -0.431
C 4.30326 1.65419 -1.04754 0.002 -0.011 -0.004 -0.406
C 2.10902 0.93984 -0.23126 -0.090 0.046 -0.283 0.636
N 1.39719 -0.10590 -0.06675 0.043 -0.034 -0.118 -0.660
N 1.51266 2.14849 -0.61024 0.002 -0.104 0.043 -0.617
C 0.26027 2.34754 -1.15517 0.054 -0.029 -0.042 0.655
N 0.03148 3.62263 -1.57084 0.014 0.020 0.018 -0.792
N -0.61198 1.40672 -1.28969 -0.115 0.430 -0.222 -0.669
H 5.07806 0.20642 0.97695 -0.003 0.005 0.001 0.218
H 4.19708 -0.96597 -0.01321 0.002 0.005 -0.005 0.191
H 3.49987 -0.37755 1.51773 -0.004 0.006 0.002 0.232
H 5.25933 1.91658 -0.59934 -0.004 0.019 0.004 0.215
H 3.85076 2.55979 -1.44133 -0.007 -0.005 -0.008 0.204
H 4.48382 0.97055 -1.88379 0.009 -0.007 0.009 0.198
H 1.90696 -0.97700 0.01137 0.045 0.040 0.181 0.401
H 2.01976 2.97146 -0.33249 -0.011 0.008 0.014 0.411
H 0.68406 4.35200 -1.34598 0.007 -0.001 -0.016 0.397
H -0.92455 3.91288 -1.68444 -0.002 -0.007 -0.002 0.413
H -1.50257 1.72343 -1.66097 0.015 -0.114 -0.101 0.396
Br -4.32304 -5.66128 -1.80138 0.002 -0.017 -0.003 0.087
C -3.83482 -3.91215 -1.29521 -0.039 0.061 0.021 -0.173
C -4.80728 -2.97280 -0.94873 0.029 -0.056 -0.022 -0.150
Br -6.63571 -3.43532 -0.98903 0.003 0.007 0.003 0.089
C -4.42906 -1.68828 -0.56628 -0.031 0.060 0.029 -0.163
Br -5.68171 -0.36209 -0.08162 0.025 -0.023 -0.010 0.073
C -3.08554 -1.31740 -0.51498 -0.032 0.006 -0.077 0.241
O -2.67780 -0.12030 -0.14252 0.058 -0.199 0.066 -0.693
C -2.10765 -2.26225 -0.89941 -0.268 -0.104 -0.042 0.262
O -0.83139 -1.87201 -0.89430 0.321 0.589 -0.055 -0.619
C -2.48994 -3.54556 -1.26700 0.052 -0.027 -0.051 -0.169
Br -1.10956 -4.74388 -1.73721 -0.013 0.021 0.006 0.077
Cl 1.38320 0.52782 4.28015 -0.025 0.016 -0.002 -0.021
C -0.35468 0.58809 3.86319 0.101 0.018 -0.029 -0.302
Cl -1.30085 -0.49746 4.86447 -0.004 -0.025 0.010 0.036
C -0.47491 0.25640 2.38827 0.099 -0.186 -0.026 0.730
O -0.60789 1.21886 1.57839 0.135 0.248 0.300 -0.647
O -0.39261 -0.92103 1.96320 -0.421 0.251 0.122 -0.607
H -0.68392 1.60615 4.03275 -0.024 -0.008 0.014 0.244



[3]
39
Properties=species:S:1:pos:R:3:forces:R:3:nbo_charge:R:1 method="wB97M-V/def2-TZVPD" homo_ha=-0.3306 spin_multiplicity=1 e_above_lowest_kj_mol=0.0 homo_lumo_gap_ev=6.6
O -1.97800 3.56870 -0.01576 0.541 -0.605 -0.524 -0.888
S -1.25822 2.54858 -0.73925 -0.246 -0.832 0.487 2.078
O -1.88203 1.34249 -1.23403 0.447 1.091 0.224 -0.881
C -0.49461 3.42772 -2.22361 0.206 0.101 -0.278 0.748
F -1.48644 3.84996 -3.02346 0.791 -0.307 0.570 -0.295
F 0.23407 4.48840 -1.80536 -0.570 -0.887 -0.371 -0.309
F 0.30873 2.57784 -2.90260 -0.644 0.749 0.537 -0.308
C 0.21110 2.07623 0.18623 0.314 -1.075 -0.551 -0.395
C 0.81805 0.82581 -0.01909 -0.750 0.999 -0.317 -0.103
C 2.09390 0.65882 0.51772 0.980 -1.072 0.124 0.015
N 2.97922 -0.41126 0.36969 -0.472 0.510 0.206 0.419
O 2.93147 -1.46294 -0.24130 0.209 1.244 0.803 -0.318
O 4.13286 -0.05757 1.12416 -1.177 -0.157 -0.726 -0.130
N 3.98164 1.17475 1.71375 -2.019 0.501 -0.648 -0.069
C 2.74028 1.59717 1.33786 2.122 0.231 1.062 0.071
C 2.03104 2.81890 1.64337 -1.414 -0.310 -0.957 0.060
N 2.53750 3.83787 2.53350 0.556 2.482 1.803 0.484
O 3.63781 3.72482 3.11016 -2.123 -0.526 -1.560 -0.334
O 1.79999 4.84337 2.69359 1.310 -1.909 -0.360 -0.386
C 0.77415 3.04005 1.04369 1.965 -0.037 0.908 -0.112
H 0.33449 -0.02381 -0.50549 -0.184 0.002 -0.453 0.325
H 0.23717 3.95973 1.26084 0.190 -0.138 -0.047 0.290
C -0.96188 -1.44956 1.72870 0.193 0.163 -0.325 -0.659
C -1.10859 -2.21603 0.43281 0.101 0.016 -0.574 0.463
N -0.57015 -1.81792 -0.66441 0.166 -0.060 0.630 -0.563
C -0.66792 -2.72895 -1.80116 0.189 0.076 0.033 -0.234
C -2.01363 -3.42792 -1.87129 -0.347 0.354 -0.257 -0.426
C -2.29891 -4.15394 -0.57658 0.197 -0.358 0.099 -0.208
N -1.84601 -3.35097 0.53863 -0.143 -0.166 0.798 -0.613
H -1.69184 -1.80473 2.46217 0.222 0.195 -0.007 0.215
H 0.05903 -1.56028 2.11818 -0.274 -0.099 0.000 0.229
H -1.11829 -0.38281 1.54034 -0.107 -0.198 0.085 0.235
H -0.49443 -2.12077 -2.69431 0.004 -0.302 -0.003 0.205
H 0.11939 -3.50537 -1.74769 -0.063 0.394 0.032 0.186
H -2.78432 -2.66979 -2.03654 0.003 -0.039 -0.046 0.209
H -2.04573 -4.12899 -2.70567 -0.041 0.019 -0.004 0.219
H -3.36876 -4.34047 -0.45754 0.039 -0.066 -0.080 0.201
H -1.77935 -5.11839 -0.56136 -0.079 -0.002 -0.039 0.185
H -2.11277 -3.62874 1.47113 -0.090 0.019 -0.272 0.393